The following is a quantum chemistry calculation of one molecule with the formula C5H10N2O2 in a non-equilibrium geometry, from the OMol25 dataset.

Geometry as XYZ:
```
19
C5H10N2O2 (the ωB97M-V functional and the def2-TZVPD basis)
C -0.433 0.559 0.391
H 0.741 -1.606 1.434
N -1.632 -1.572 -0.076
H -1.377 2.585 0.399
C -1.650 1.530 0.049
N -0.519 -0.867 0.018
C 0.665 -1.607 0.308
O 1.949 0.481 -0.026
H 2.739 -1.461 0.235
H 2.116 -1.132 -1.337
H -0.325 0.599 1.517
H 0.545 0.981 -1.361
C 0.790 1.090 -0.311
H 0.537 -2.648 -0.049
O -2.577 -0.904 -0.387
C 1.936 -0.940 -0.313
H -1.889 1.570 -1.006
H -2.581 1.211 0.578
H 0.966 2.132 -0.061
```

Output
HOMO-LUMO gap: 9.82 eV
LUMO level: 0.028 Ha
ΔE to the lowest compared entry with this formula, charge and spin: 4.366 eV
SMILES string: C[C@@H]1COCCN1N=O
E_tot: -456.3937 hartree